(1)
DFT (ωB97M-V/def2-TZVPD) results for a structure of composition C42H41BrN6O3PPbS in a non-equilibrium geometry.

Charge ... +1
ΔE to the lowest compared entry with this formula, charge and spin ... 69.6 kcal/mol
LUMO (alpha / beta) ... -0.184 / -0.184 Ha
Kohn-Sham gap (alpha / beta) ... 0.178 / 0.178 Eh
DFT total energy ... -154709.37216 eV
Highest occupied orbital energy (alpha / beta) ... -0.362 / -0.362 Ha

Each line ends with the Löwdin charge.
Geometry (Å):
1 Pb -1.63434 -0.26896 -0.77318  1.19
2 N -2.37403 -1.81954 -2.82388  -0.04
3 C -3.79706 -1.74778 -3.21607  -0.23
4 C -4.71667 -2.09475 -2.05169  -0.10
5 C -4.88278 -0.87269 -1.12297  -0.65
6 O -5.93919 -0.27355 -1.12315  0.07
7 O -3.83930 -0.57137 -0.41392  -0.24
8 H -1.79224 -1.54778 -3.61189  0.08
9 H -2.14513 -2.78114 -2.58831  0.07
10 H -3.99569 -2.41934 -4.05603  0.12
11 H -4.00316 -0.72866 -3.55094  0.12
12 H -4.30036 -2.92458 -1.47254  0.12
13 H -5.70009 -2.36403 -2.42803  0.12
14 S -1.99535 1.38280 1.19727  0.62
15 C -1.89571 0.21537 2.51430  -0.77
16 N -1.88132 0.57850 3.77975  0.09
17 N -1.97927 1.83644 4.05446  0.01
18 C -1.69190 2.38031 5.30830  -0.23
19 C -1.20069 1.59511 6.34930  -0.03
20 C -0.85896 2.19957 7.54637  -0.08
21 C -1.00943 3.56949 7.71618  -0.08
22 C -1.51491 4.34250 6.67995  -0.08
23 C -1.85461 3.75419 5.47570  -0.02
24 N -1.80659 -1.10716 2.32994  0.07
25 N -1.59997 -1.66246 1.24326  -0.06
26 C -1.68493 -3.05815 1.17193  -0.26
27 C -1.22445 -3.68919 0.01980  -0.11
28 C -1.30778 -5.06298 -0.10428  -0.08
29 C -1.89218 -5.81512 0.90541  -0.06
30 C -2.35357 -5.18936 2.05654  -0.06
31 C -2.23926 -3.82037 2.20392  0.00
32 H -2.16247 2.48308 3.28864  0.08
33 H -1.09359 0.52992 6.19364  0.11
34 H -0.46652 1.59723 8.35518  0.11
35 H -0.72981 4.03181 8.65290  0.11
36 H -1.64083 5.40879 6.80947  0.11
37 H -2.24484 4.34622 4.65560  0.12
38 H -0.77382 -3.08763 -0.76351  0.05
39 H -0.91107 -5.55225 -0.98440  0.11
40 H -1.98903 -6.88634 0.79211  0.11
41 H -2.81105 -5.77455 2.84278  0.11
42 H -2.57832 -3.31701 3.09815  0.12
43 O 3.27137 -0.90489 5.16614  0.10
44 C 2.57875 -0.76693 4.02477  -0.30
45 C 1.79487 0.34714 3.73239  0.01
46 C 1.13432 0.38672 2.52152  -0.16
47 N 1.19003 -0.59417 1.61838  0.03
48 C 1.94796 -1.63057 1.91688  -0.73
49 Br 2.07540 -2.96247 0.57012  0.83
50 C 2.66677 -1.78962 3.08213  -0.03
51 H 3.15844 -0.13785 5.73631  0.12
52 H 1.69310 1.15448 4.44846  0.12
53 H 0.53727 1.24537 2.23606  0.07
54 H 3.28305 -2.65520 3.27540  0.12
55 C 4.02712 0.95386 -3.38647  -0.04
56 C 3.43142 -0.42872 -3.37175  -0.27
57 C 4.16576 -1.47825 -3.91905  -0.03
58 C 3.68088 -2.77546 -3.94701  -0.05
59 C 2.42615 -3.06078 -3.43247  -0.08
60 C 1.67835 -2.03536 -2.88620  -0.14
61 C 2.16376 -0.72481 -2.84503  -0.34
62 P 0.99645 0.45618 -2.09183  1.10
63 C 2.04036 1.52720 -1.03394  -0.30
64 C 2.99580 0.78075 -0.33117  -0.14
65 C 3.85279 1.38095 0.56700  -0.07
66 C 3.74563 2.74598 0.79429  -0.06
67 C 2.80486 3.48799 0.10573  -0.04
68 C 1.93512 2.90685 -0.81880  -0.25
69 C 0.98484 3.80935 -1.55553  -0.03
70 C 0.21680 1.23477 -3.52753  -0.32
71 C 0.77084 1.11094 -4.80421  -0.07
72 C 0.04046 1.43258 -5.93058  -0.04
73 C -1.30501 1.79290 -5.81833  -0.05
74 C -1.88757 1.87780 -4.57958  -0.03
75 C -1.13917 1.66072 -3.39982  -0.35
76 C -1.76036 1.86525 -2.14261  -0.12
77 H 4.59843 1.10971 -4.30151  0.09
78 H 4.71085 1.07632 -2.54409  0.09
79 H 3.26768 1.72808 -3.31313  0.07
80 H 5.14312 -1.26905 -4.33714  0.12
81 H 4.27841 -3.56649 -4.38059  0.11
82 H 2.04215 -4.07229 -3.44254  0.11
83 H 0.70003 -2.24319 -2.46548  0.06
84 H 3.07593 -0.28124 -0.52350  0.08
85 H 4.58678 0.78797 1.09739  0.12
86 H 4.41066 3.23744 1.49270  0.11
87 H 2.73580 4.55625 0.27347  0.12
88 H 1.49015 4.73615 -1.82654  0.09
89 H 0.13394 4.08111 -0.92540  0.09
90 H 0.61812 3.35080 -2.46836  0.05
91 H 1.79026 0.77179 -4.91793  0.10
92 H 0.50899 1.39000 -6.90457  0.12
93 H -1.88581 2.00151 -6.70658  0.12
94 H -2.93036 2.15322 -4.47692  0.12
95 H -2.79815 2.17954 -2.13729  0.09
96 H -1.16131 2.24510 -1.32161  -0.01

---

(2)
DFT (ωB97M-V/def2-TZVPD) results for a structure of composition C20H60Fe2N2O26 in a non-equilibrium geometry.

Charge ... +2
ΔE to the lowest compared entry with this formula, charge and spin ... 164.5 kcal/mol
LUMO (alpha / beta) ... -0.182 / -0.404 Ha
Multiplicity ... 9
Kohn-Sham gap (alpha / beta) ... 0.244 / 0.089 Eh
DFT total energy ... -146668.34977 eV
Highest occupied orbital energy (alpha / beta) ... -0.426 / -0.492 Ha
⟨S²⟩ ... 20.05

Each line ends with the Löwdin charge.
Geometry (Å):
1 Fe 0.33346 -0.65303 -0.37192  0.85
2 Fe 1.60071 -3.38692 3.59219  0.93
3 N 0.36632 -0.35586 2.84449  -0.53
4 O 0.26849 0.66493 3.43730  0.11
5 O 0.83343 -1.40292 3.28377  -0.17
6 O 0.04972 -0.22472 1.63038  -0.08
7 N 1.44365 -3.60346 0.45444  -0.52
8 O 2.13274 -4.27247 -0.26712  0.04
9 O 1.28269 -3.89997 1.61927  -0.14
10 O 1.04261 -2.57235 -0.02827  0.00
11 C 4.90781 -0.09058 0.59170  -0.21
12 C 3.38712 -0.22053 1.01676  -0.14
13 O 2.47763 -0.18244 -0.08763  -0.12
14 O 5.20607 -0.56247 -0.69606  -0.07
15 H 5.54755 -0.53780 1.35250  0.13
16 H 5.16320 0.96638 0.51613  0.12
17 H 3.25826 0.69782 1.58959  0.12
18 H 3.23554 -1.13579 1.58897  0.11
19 H 2.98883 0.29364 -0.74612  0.07
20 H 6.16538 -0.55870 -0.73224  0.10
21 C 3.17961 -4.01292 -3.50998  -0.05
22 C 1.79952 -4.26316 -4.06274  -0.10
23 O 0.80767 -4.09061 -2.96698  0.03
24 O 3.52990 -4.91859 -2.34893  0.20
25 H 3.29407 -3.02261 -3.06920  0.14
26 H 3.89226 -4.10218 -4.32990  0.15
27 H 1.61997 -5.25444 -4.47896  0.16
28 H 1.59358 -3.50268 -4.81598  0.12
29 H 1.13736 -4.65352 -2.26268  0.07
30 H 3.10533 -4.62828 -1.53834  0.05
31 C -5.49375 1.77415 -0.79939  -0.22
32 C -4.20247 2.53592 -1.01991  -0.23
33 O -3.20456 1.70315 -1.44192  -0.08
34 O -6.54672 1.92089 -1.74649  -0.06
35 H -5.97712 2.26303 0.04646  0.12
36 H -5.30549 0.73448 -0.53155  0.12
37 H -3.69401 2.88484 -0.12113  0.12
38 H -4.23744 3.42409 -1.65080  0.14
39 H -3.03411 2.00870 -2.33589  0.11
40 H -7.29251 1.37198 -1.49335  0.09
41 C -2.73545 -1.61670 3.55790  -0.19
42 C -2.54601 -0.45690 4.59305  -0.24
43 O -3.59138 -0.38615 5.55600  -0.05
44 O -2.70528 -2.89126 4.24881  -0.08
45 H -2.01369 -1.53023 2.74569  0.09
46 H -3.69717 -1.47932 3.06360  0.11
47 H -2.60797 0.49030 4.05726  0.10
48 H -1.54735 -0.51551 5.02590  0.11
49 H -3.60614 0.48496 5.95917  0.08
50 H -2.98476 -2.81373 5.16395  0.09
51 C 3.29106 -0.03883 -4.92460  -0.17
52 C 2.60354 1.18747 -5.58639  -0.22
53 O 1.39856 1.62994 -5.01947  -0.06
54 O 2.44459 -1.16573 -4.68218  -0.09
55 H 3.47445 0.22546 -3.88315  0.11
56 H 4.17652 -0.22696 -5.53179  0.14
57 H 2.27714 0.93194 -6.59450  0.12
58 H 3.31202 1.97468 -5.84417  0.13
59 H 0.87508 2.00450 -5.73170  0.11
60 H 2.23733 -1.49489 -5.55985  0.10
61 C -2.28943 3.75424 3.02933  -0.22
62 C -1.86090 4.01006 4.54618  -0.20
63 O -2.03783 2.91566 5.43105  -0.07
64 O -1.50247 2.85390 2.26526  -0.09
65 H -2.21523 4.70948 2.50961  0.11
66 H -3.32115 3.48742 2.80032  0.11
67 H -2.36482 4.92130 4.86839  0.12
68 H -0.77320 4.08016 4.55594  0.11
69 H -2.28481 3.39779 6.22361  0.09
70 H -1.39150 2.11000 2.86183  0.03
71 C 1.14715 2.57643 -1.98620  -0.17
72 C 0.34417 2.41857 -0.72306  -0.18
73 O -0.59913 1.33850 -0.67514  -0.09
74 O 2.30000 1.67290 -1.98276  -0.07
75 H 1.51066 3.58673 -2.17396  0.14
76 H 0.36426 2.35151 -2.71049  0.11
77 H -0.23962 3.33664 -0.65644  0.14
78 H 1.00667 2.38533 0.14186  0.11
79 H -1.53644 1.52432 -0.76746  0.06
80 H 2.37909 1.61699 -2.93786  0.04
81 C 2.78560 5.01122 3.15581  -0.21
82 C 1.95759 4.37309 2.09388  -0.24
83 O 2.41649 5.00652 0.88410  -0.08
84 O 4.03751 4.25579 3.17297  -0.08
85 H 2.31030 4.81129 4.11614  0.12
86 H 2.93603 6.05845 2.89357  0.13
87 H 0.91328 4.63524 2.26361  0.11
88 H 1.94587 3.28643 2.00937  0.10
89 H 3.28971 4.66772 0.67363  0.08
90 H 4.68116 4.96730 3.20564  0.08
91 C -0.42629 -0.97924 -3.28603  -0.16
92 C -1.64185 -1.55934 -2.48641  -0.13
93 O -1.52297 -1.46695 -1.07111  -0.09
94 O 0.73620 -0.99489 -2.46500  -0.10
95 H -0.65941 0.05924 -3.52122  0.11
96 H -0.14003 -1.31157 -4.28388  0.12
97 H -1.62814 -2.63219 -2.67847  0.12
98 H -2.62954 -1.13495 -2.66658  0.14
99 H -2.13684 -2.09253 -0.67945  0.07
100 H 1.50011 -0.82169 -3.02002  0.07
101 C -3.61504 -4.38879 0.86849  -0.13
102 C -2.27728 -4.59370 1.65283  -0.27
103 O -1.62226 -5.48306 0.90131  -0.06
104 O -3.63213 -3.08916 0.16667  -0.11
105 H -4.47578 -4.23342 1.51895  0.12
106 H -3.88347 -5.15875 0.14516  0.12
107 H -2.37378 -4.88986 2.69737  0.12
108 H -1.60243 -3.74044 1.58472  0.11
109 H -2.10965 -6.30994 0.91914  0.10
110 H -4.48605 -2.74798 -0.10905  0.09

---

(3)
DFT (ωB97M-V/def2-TZVPD) results for an isolated molecule of C6H8 in a non-equilibrium geometry.

ΔE to the lowest compared entry with this formula, charge and spin ... 103.7 kcal/mol
LUMO ... -0.039 Ha
Kohn-Sham gap ... 0.311 Eh
DFT total energy ... -6346.28911 eV
Highest occupied orbital energy ... -0.350 Ha

Each line ends with the Löwdin charge.
Geometry (Å):
1 C -1.84791 -1.32387 -0.34991  -0.21
2 C -2.69641 -2.21809 -0.66140  0.07
3 C -0.90415 -0.35224 -0.32197  -0.21
4 C -1.38765 0.97180 -0.99336  -0.01
5 C 0.72984 -0.57287 1.62742  -0.07
6 C 0.52142 -0.31120 0.11497  -0.22
7 H -2.29448 0.76118 -1.51274  0.08
8 H -0.57552 1.30869 -1.53790  0.06
9 H -1.75760 1.61164 -0.26966  0.07
10 H 0.50620 -1.59738 1.93139  0.08
11 H -0.14641 -0.14000 2.16490  0.09
12 H 1.72532 -0.13292 1.79134  0.08
13 H 1.11052 -0.91645 -0.51277  0.11
14 H 0.96984 0.59090 -0.14065  0.08